Entry 1:
{
  "formula": "C52H43F6IrNO7P2S3",
  "method": "wB97M-V/def2-TZVPD",
  "elements": ["Ir", "S", "S", "S", "P", "P", "F", "F", "F", "F", "F", "F", "O", "O", "O", "O", "O", "O", "O", "N", "C", "C", "C", "C", "C", "C", "C", "C", "C", "C", "C", "C", "C", "C", "C", "C", "C", "C", "C", "C", "C", "C", "C", "C", "C", "C", "C", "C", "C", "C", "C", "C", "C", "C", "C", "C", "C", "C", "C", "C", "C", "C", "C", "C", "C", "C", "C", "C", "C", "C", "C", "C", "H", "H", "H", "H", "H", "H", "H", "H", "H", "H", "H", "H", "H", "H", "H", "H", "H", "H", "H", "H", "H", "H", "H", "H", "H", "H", "H", "H", "H", "H", "H", "H", "H", "H", "H", "H", "H", "H", "H", "H", "H", "H", "H"],
  "xyz": [[-0.9202, -0.3371, -1.1648], [-0.1179, -2.6565, -0.6532], [-0.4819, -0.5512, -3.5180], [1.3001, 0.4165, -3.1980], [2.0018, 0.0360, 1.8979], [0.0906, 2.3641, 1.2157], [-4.2279, 0.7120, -2.1802], [-3.0642, 4.6629, -2.1290], [-3.6785, 1.7314, -0.3613], [-4.8191, 2.7541, -1.8860], [-1.8669, 3.7974, -0.5558], [-1.0012, 4.1506, -2.5008], [-1.4546, 1.4816, -2.1334], [1.2807, -0.7370, 0.8608], [-0.6794, -3.1650, 0.6065], [1.0835, 0.3931, -1.6977], [1.3490, 1.7389, -3.7417], [-0.7323, 1.5121, 0.3008], [2.3436, -0.4777, -3.6352], [-2.8548, -1.6616, -2.1971], [3.3285, -4.3644, 0.4385], [2.1681, 4.2195, 1.1166], [-5.3761, -2.5630, -2.9685], [3.0330, -0.5508, 4.4622], [-2.1138, 3.7373, -1.8735], [-2.7507, 2.4190, -3.8840], [4.2419, -3.9027, -0.4990], [5.2152, 0.6644, -0.4429], [5.5113, 2.1137, 1.4527], [-0.7320, -4.6484, -4.1433], [-1.0359, 4.8100, 1.9814], [-2.6563, -1.1305, 2.7076], [2.5545, -2.6171, 5.5847], [3.8332, -3.0359, -1.5001], [1.0311, 1.4547, 2.4931], [-3.8265, -1.8498, -1.2851], [-2.7108, 3.6322, 3.8573], [-3.8430, -1.8105, 2.4746], [1.2999, 3.3986, 0.3931], [3.1774, -1.3754, 5.5654], [1.6406, -2.2067, 3.4000], [-2.2448, -0.8839, 0.3244], [-1.8090, -5.4562, -3.8044], [2.5129, -2.6157, -1.5656], [2.0034, -3.9647, 0.3782], [-1.7793, -4.5802, -1.5677], [1.6187, -3.0948, -0.6283], [-0.9710, 3.4398, 2.2014], [2.3068, 4.1333, -1.6574], [-2.7588, 5.0031, 3.6441], [4.0215, 0.2049, 0.0923], [-0.7145, -3.7708, -1.9264], [1.3577, 3.3663, -0.9923], [3.1021, 4.9882, 0.4496], [-3.8066, 1.8882, -1.6830], [1.7871, -3.0290, 4.5089], [5.9602, 1.6136, 0.2376], [-1.8231, 2.8539, 3.1355], [-4.2287, -2.0226, 1.1689], [2.2683, -0.9665, 3.3750], [-3.4478, -1.5625, 0.1042], [-5.1030, -2.2842, -1.6494], [3.1753, 4.9347, -0.9399], [3.5697, 0.6979, 1.3106], [4.3169, 1.6617, 1.9844], [-1.9269, 5.5893, 2.7044], [-0.1777, -3.7940, -3.2045], [-3.1352, -1.9506, -3.4709], [-4.3616, -2.4104, -3.9011], [-2.3278, -5.4262, -2.5202], [-1.8775, -0.6785, 1.6614], [-2.4975, 2.3195, -2.3705], [-1.8245, 1.7801, 3.2784], [-3.3723, 3.1686, 4.5767], [-2.1653, -4.5326, -0.5592], [-2.3143, -0.9655, 3.7238], [-3.4993, 3.1696, -4.1402], [1.0309, -2.5094, 2.5582], [-0.9435, -0.1896, 1.8841], [1.2964, -3.9928, 4.5290], [-5.8701, -2.3766, -0.8976], [6.0842, 2.8669, 1.9758], [-4.4445, -2.1808, 3.2930], [-0.3203, -4.6801, -5.1419], [3.6478, -5.0372, 1.2228], [2.3551, 4.0843, -2.7361], [3.7741, 5.6271, 1.0070], [3.7757, -1.0540, 6.4063], [1.2761, -4.3091, 1.0973], [-2.2389, -6.1186, -4.5441], [3.9166, 5.5287, -1.4586], [-3.4542, 5.6125, 4.2063], [6.8867, 1.9789, -0.1849], [3.5296, 0.4100, 4.4508], [3.9717, 2.0800, 2.9221], [-4.5083, -2.6296, -4.9484], [-3.0774, 1.4471, -4.2486], [-1.9759, 6.6549, 2.5242], [1.6889, 2.1744, 2.9868], [-3.1624, -6.0606, -2.2547], [-5.1338, -2.5785, 0.9676], [-6.3628, -2.8898, -3.2691], [2.1065, 4.2762, 2.1977], [0.6709, 2.7461, -1.5443], [2.2137, -1.9123, -2.3289], [4.5407, -2.6652, -2.2289], [2.6691, -3.2619, 6.4460], [5.5498, 0.2912, -1.4015], [5.2749, -4.2201, -0.4459], [0.6562, -3.1634, -3.4687], [-1.8054, 2.6656, -4.3622], [-2.3386, -1.8445, -4.1934], [3.4126, -0.5080, -0.4447], [-0.3997, 5.2721, 1.2395], [0.3338, 1.0836, 3.2489]],
  "lowdin_charge": [1.245, 0.924, 0.643, 0.190, 0.744, 0.788, 0.146, 0.144, 0.165, 0.151, 0.145, 0.154, -0.353, -0.361, -0.431, -0.516, -0.307, -0.382, -0.360, 0.037, -0.061, -0.105, -0.046, -0.073, -0.534, 0.024, -0.070, -0.053, -0.080, -0.066, -0.077, -0.075, -0.082, -0.061, -0.276, -0.237, -0.071, -0.074, -0.274, -0.079, -0.060, -0.238, -0.078, -0.088, -0.069, -0.068, -0.333, -0.262, -0.042, -0.077, -0.048, -0.347, -0.062, -0.082, -0.546, -0.067, -0.073, -0.068, -0.028, -0.255, -0.192, -0.003, -0.067, -0.251, -0.097, -0.067, -0.106, -0.176, -0.046, -0.067, -0.122, -0.451, 0.093, 0.106, 0.113, 0.106, 0.095, 0.084, 0.052, 0.107, 0.107, 0.105, 0.102, 0.110, 0.106, 0.110, 0.103, 0.104, 0.106, 0.105, 0.104, 0.104, 0.105, 0.095, 0.094, 0.109, 0.085, 0.107, 0.064, 0.108, 0.102, 0.112, 0.108, 0.066, 0.057, 0.115, 0.104, 0.110, 0.104, 0.082, 0.097, 0.039, 0.081, 0.108, 0.069],
  "homo_ev": [-8.012, -8.130],
  "lumo_ha": [-0.0486, -0.0343],
  "homo_lumo_gap_ev": [6.69, 7.20],
  "largest_force_ev_per_a": 2.3,
  "multiplicity": 2,
  "s_squared": 0.767
}


Entry 2:
{
  "formula": "C52H44As2ClFN3O8STa",
  "method": "wB97M-V/def2-TZVPD",
  "elements": ["Ta", "As", "As", "Cl", "S", "F", "O", "O", "O", "O", "O", "O", "O", "O", "N", "N", "N", "C", "C", "C", "C", "C", "C", "C", "C", "C", "C", "C", "C", "C", "C", "C", "C", "C", "C", "C", "C", "C", "C", "C", "C", "C", "C", "C", "C", "C", "C", "C", "C", "C", "C", "C", "C", "C", "C", "C", "C", "C", "C", "C", "C", "C", "C", "C", "C", "C", "C", "C", "C", "H", "H", "H", "H", "H", "H", "H", "H", "H", "H", "H", "H", "H", "H", "H", "H", "H", "H", "H", "H", "H", "H", "H", "H", "H", "H", "H", "H", "H", "H", "H", "H", "H", "H", "H", "H", "H", "H", "H", "H", "H", "H", "H", "H"],
  "xyz": [[-21.8816, 11.2657, -1.3824], [-17.9731, 11.9294, -4.3882], [-19.6508, 15.1953, -3.0367], [-15.6408, 12.2261, 5.6607], [-19.4822, 10.5764, -1.3510], [-27.1777, 9.7528, -5.1091], [-22.2008, 10.3153, 0.8478], [-21.5710, 11.5670, 2.6779], [-23.9969, 11.5835, 6.4769], [-22.2768, 12.6033, -0.4515], [-22.9612, 11.3380, -2.7779], [-26.2102, 11.1872, 6.2173], [-28.3586, 11.5957, 2.0893], [-27.3983, 11.0334, 0.2102], [-25.0601, 11.4379, 5.8394], [-17.9787, 8.4711, -1.7259], [-27.3223, 11.3356, 1.4698], [-25.8446, 8.6924, -1.9302], [-17.5988, 17.4497, -3.1864], [-24.4767, 8.5559, -2.2751], [-16.6315, 13.0910, -2.1484], [-13.9982, 12.8744, -3.0948], [-15.1134, 12.5195, -3.9106], [-19.3504, 11.5586, 4.3880], [-23.9694, 17.2037, -2.8001], [-20.2495, 11.8790, 2.0784], [-19.6576, 17.9146, -4.2886], [-19.3560, 12.2563, 3.1863], [-19.4080, 8.3147, 0.1426], [-23.8422, 15.8655, -3.2476], [-22.4367, 10.8361, 1.9347], [-15.5803, 13.5243, -1.3777], [-18.8729, 17.0032, -3.5043], [-26.6776, 9.2383, -2.9000], [-19.8962, 14.1268, -4.7638], [-23.7185, 10.9261, 2.5605], [-17.1465, 7.5535, -1.2570], [-16.7569, 8.3959, -6.4283], [-24.9994, 8.8031, -4.5785], [-21.4718, 15.8481, -2.6806], [-18.6008, 13.6265, -5.3322], [-17.2872, 10.6858, -5.8122], [-18.2736, 13.1171, 2.8493], [-17.2571, 7.1226, 0.0582], [-24.9848, 11.4664, 4.3991], [-18.2716, 11.6975, 5.2122], [-17.0571, 18.5785, -3.7845], [-18.9070, 9.0777, -0.9461], [-22.8975, 17.7914, -2.1335], [-19.1550, 19.1422, -4.7501], [-16.2635, 11.1033, -6.6922], [-23.4286, 8.7809, -1.3806], [-14.2781, 13.3624, -1.7963], [-23.7172, 11.1458, 3.9269], [-17.5320, 9.3091, -5.7210], [-17.8283, 19.4183, -4.6118], [-22.6046, 15.1828, -3.1969], [-26.1325, 11.3259, 2.3250], [-21.6521, 17.1566, -2.1289], [-15.7733, 8.8442, -7.3030], [-24.2171, 8.2673, -3.6364], [-26.2380, 11.3278, 3.7571], [-24.8677, 11.0367, 1.7174], [-26.2547, 9.2743, -4.2189], [-17.1922, 13.1899, 3.7045], [-16.4079, 12.5601, -3.4322], [-15.4475, 10.1838, -7.3502], [-18.4839, 7.4477, 0.7249], [-17.1194, 12.3212, 4.8075], [-20.4870, 14.7058, -5.4929], [-15.1869, 8.1139, -7.8797], [-18.6779, 13.3574, -6.3775], [-24.7365, 8.7531, -5.6401], [-20.4942, 13.2684, -4.4641], [-16.9671, 16.8268, -2.5376], [-16.0217, 12.1906, -6.7397], [-27.2153, 11.4086, 4.2410], [-18.3607, 11.2197, 6.1906], [-24.9234, 17.7571, -2.9621], [-14.9298, 12.1666, -4.9017], [-17.6182, 13.2974, -1.7628], [-22.9471, 18.8374, -1.7820], [-19.8707, 11.0199, 1.5381], [-18.6634, 7.1026, 1.7536], [-24.7061, 15.4151, -3.7900], [-19.8032, 19.8503, -5.2206], [-24.7677, 11.0657, 0.6293], [-22.4327, 8.3891, -1.5180], [-16.2978, 13.7378, 3.4058], [-13.4802, 13.6374, -1.1102], [-20.3677, 12.7675, 1.3953], [-20.3595, 8.5774, 0.6118], [-17.3595, 20.3288, -5.0530], [-23.3998, 7.5949, -3.8196], [-17.9237, 8.7269, -2.7130], [-16.4145, 6.6472, 0.5333], [-20.8161, 17.6482, -1.6568], [-15.8147, 13.8772, -0.3701], [-27.6810, 9.6707, -2.6941], [-22.4454, 14.1420, -3.5681], [-22.9315, 10.8051, 4.5873], [-20.2567, 10.9529, 4.6191], [-14.5465, 10.5425, -7.8577], [-20.6362, 17.5674, -4.5852], [-16.4051, 7.1721, -1.9615], [-18.2748, 13.7041, 1.9577], [-23.6673, 9.0765, -0.3815], [-26.2121, 8.4765, -0.9265], [-12.9448, 12.6119, -3.3943], [-17.7370, 14.3037, -5.2277], [-16.9665, 7.3040, -6.2500], [-18.2731, 8.9306, -5.0183], [-16.0155, 18.8736, -3.6790]],
  "lowdin_charge": [1.321, 1.269, 1.341, 0.728, 0.622, 0.127, -0.077, 0.028, 0.096, -0.455, -0.545, 0.097, 0.106, 0.022, -0.312, 0.079, -0.279, 0.058, -0.133, -0.267, -0.177, -0.041, -0.101, -0.029, -0.071, -0.092, -0.097, -0.208, -0.061, -0.071, -0.409, -0.111, -0.372, 0.052, -0.452, -0.105, -0.038, -0.097, 0.033, -0.415, -0.435, -0.382, -0.016, -0.002, -0.092, -0.102, -0.076, -0.710, -0.079, -0.080, -0.129, 0.094, -0.084, 0.111, -0.166, -0.077, -0.120, -0.071, -0.122, -0.084, 0.013, 0.150, 0.119, -0.157, -0.086, -0.425, -0.076, 0.004, -0.678, 0.083, 0.119, 0.062, 0.153, 0.016, 0.099, 0.113, 0.148, 0.125, 0.122, 0.065, 0.030, 0.120, 0.094, 0.134, 0.115, 0.105, 0.123, 0.080, 0.113, 0.108, 0.143, 0.100, 0.128, 0.144, 0.146, 0.122, 0.099, 0.107, 0.159, 0.084, 0.148, 0.129, 0.120, 0.095, 0.155, 0.107, 0.050, 0.141, 0.125, 0.065, 0.121, 0.069, 0.109],
  "total_charge": 2,
  "homo_ev": [-12.046, -11.078],
  "lumo_ha": [-0.2922, -0.3369],
  "homo_lumo_gap_ev": [4.09, 1.91],
  "largest_force_ev_per_a": 4.5,
  "multiplicity": 1
}